(1)
{"formula": "C17H14Cl2MoN5O3S3", "method": "ωB97M-V with the def2-TZVPD basis set", "orbital_gap_ev": [5.91, 5.91], "e_lumo_ha": [-0.2173, -0.2173], "e_above_lowest_ev": 0.055, "homo_ev": [-11.82, -11.82], "charge": 1, "max_force_ha_per_bohr": 0.012, "symbols": ["N", "C", "C", "S", "C", "C", "Cl", "H", "O", "H", "H", "H", "H", "Cl", "O", "C", "H", "H", "C", "C", "N", "H", "H", "Mo", "H", "N", "N", "H", "C", "C", "H", "C", "C", "C", "O", "C", "C", "C", "S", "C", "C", "H", "S", "N", "H"], "positions_angstrom": [[1.295489, 2.343716, 2.313446], [4.753420, 2.365679, 1.718384], [-1.276189, 0.625415, 0.628310], [-5.464637, -1.281291, -0.572828], [3.463998, 2.341964, 2.254818], [-1.105473, -3.039378, -1.567966], [0.943204, 0.112082, -2.927140], [2.155603, -2.457680, -3.405981], [-6.197365, -0.267773, -1.239267], [5.622096, 2.351849, 2.361051], [-0.415675, 3.005207, 1.328997], [1.430868, -4.735375, -2.899552], [5.832140, 2.427845, -0.116053], [-2.886915, -3.509361, 0.594391], [-4.114180, -0.764948, -0.090700], [-1.818807, 1.573545, -0.379937], [3.846172, 2.463243, -1.549924], [-0.721767, -5.194389, -1.712364], [0.468940, -1.496608, -2.532215], [3.711949, 2.424769, -0.476847], [1.772472, 2.282415, 3.592701], [-1.016809, 2.046956, -0.948562], [-0.790148, -2.270567, 1.934286], [-2.464925, -1.769220, -0.885788], [-2.470778, 1.053786, -1.082796], [3.037067, 2.290003, 3.568702], [-0.530215, 0.956479, 1.688918], [-2.426069, 2.347172, 0.090520], [-0.392351, -4.190294, -1.937554], [2.435728, 2.404598, 0.038648], [0.382342, -0.163075, 3.282457], [1.217877, -2.593634, -2.882859], [-0.105216, 2.300514, 2.098165], [-0.210941, -0.193157, 2.384599], [-6.064064, -2.208049, 0.315079], [2.340550, 2.366440, 1.430670], [-0.726897, -1.776316, -1.872059], [-0.778324, -1.218531, 1.714995], [-4.518238, -2.561060, -2.103305], [4.855769, 2.406200, 0.347644], [0.786416, -3.923966, -2.587178], [1.566855, 2.429569, -0.606350], [-3.382947, -1.159295, -2.975202], [-1.453699, -0.695173, 0.623223], [-0.586328, 2.549692, 3.042425]], "forces_ev_per_angstrom": [[0.1, 0.1, -0.1], [0.0, 0.0, 0.0], [-0.1, 0.0, 0.0], [0.2, 0.1, 0.1], [-0.1, 0.0, -0.1], [-0.1, 0.0, -0.6], [0.0, 0.1, 0.0], [0.0, 0.0, 0.0], [0.0, 0.0, -0.1], [0.0, 0.0, 0.0], [0.0, 0.0, 0.0], [0.0, 0.0, 0.0], [0.0, 0.0, 0.0], [0.0, 0.0, 0.1], [-0.2, 0.0, 0.2], [0.0, 0.0, 0.0], [0.0, 0.0, 0.0], [0.0, 0.0, 0.0], [0.0, -0.2, 0.0], [0.0, 0.0, 0.0], [-0.1, 0.0, 0.0], [0.0, 0.0, 0.0], [0.0, 0.0, 0.0], [0.4, -0.2, -0.3], [0.0, 0.0, 0.0], [0.2, 0.0, 0.1], [0.0, -0.1, 0.0], [0.0, 0.0, 0.0], [0.1, 0.1, 0.2], [0.0, 0.0, 0.0], [0.0, 0.0, 0.0], [-0.1, 0.0, 0.0], [-0.1, 0.0, 0.0], [0.0, -0.1, 0.0], [-0.1, 0.0, 0.0], [0.0, 0.0, 0.0], [0.0, 0.0, 0.3], [0.0, 0.0, 0.1], [0.0, -0.2, 0.1], [0.0, 0.0, 0.0], [0.0, 0.1, 0.0], [0.0, 0.0, 0.0], [0.1, 0.1, 0.0], [0.0, 0.2, 0.0], [0.0, 0.0, 0.0]]}

=====

(2)
{"formula": "C17H14Cl2N2OS", "method": "ωB97M-V with the def2-TZVPD basis set", "orbital_gap_ev": 7.65, "e_lumo_ha": -0.0174, "e_above_lowest_ev": 2.396, "smiles": "CCc1ccc(/C=N/NC(=O)C2=C(Cl)c3ccc(Cl)cc3C2)s1", "homo_ev": -8.12, "max_force_ha_per_bohr": 0.056, "symbols": ["C", "H", "C", "H", "H", "C", "C", "C", "C", "S", "C", "Cl", "C", "H", "C", "H", "N", "H", "H", "N", "C", "H", "C", "C", "H", "C", "H", "H", "H", "H", "O", "C", "C", "C", "Cl", "C", "H"], "positions_angstrom": [[-0.572027, -1.920602, -4.553386], [-2.012181, -1.797370, -2.918083], [-0.655660, -2.479660, -6.906854], [0.986321, 3.580029, 5.139245], [-1.616207, 2.232799, 6.791838], [0.397609, 1.450498, 7.018750], [-0.117757, -0.873718, -2.523105], [0.775120, 2.280959, 3.300793], [0.580593, 0.952752, 3.076251], [0.257011, 0.044333, 4.575829], [-0.974309, -1.982037, -3.092008], [-1.441825, -3.313850, -8.232767], [-1.092667, 1.468287, 7.401408], [0.885794, 0.553448, 7.376208], [-1.053439, -2.687284, -5.586588], [0.878598, 3.033607, 2.530599], [0.504910, 1.140725, 0.673045], [0.880552, 2.311552, 7.485578], [1.037504, 1.083728, -1.301468], [0.506799, 0.605831, -0.606821], [0.836184, -0.701054, -6.101101], [-1.139681, 1.698495, 8.443096], [0.419534, 0.394834, 1.741984], [0.799297, 2.560233, 4.730725], [0.672545, -1.288841, -8.151978], [0.363646, -1.522765, -7.165186], [1.570600, 0.086929, -6.206470], [-1.583100, 0.526115, 7.230683], [-1.815801, -3.467754, -5.405978], [-0.666228, -2.926822, -2.691240], [-1.104055, -1.079333, -0.465281], [0.686522, -0.328134, -3.519218], [-0.223470, -0.501479, -1.104193], [0.365330, -0.903545, -4.804692], [1.906959, 0.968627, -3.318926], [0.526078, 1.479247, 5.503738], [0.230901, -0.678781, 1.635572]], "forces_ev_per_angstrom": [[-0.3, 0.2, -0.1], [-0.7, -0.1, 0.1], [1.3, 1.2, 0.1], [-0.2, -1.0, -0.3], [0.2, -0.3, 0.5], [-0.6, -0.1, -1.0], [2.2, 1.3, -1.4], [0.2, -0.1, 2.0], [-0.8, 0.2, -0.2], [0.6, 1.0, -1.1], [1.6, 1.1, -1.0], [0.4, 0.2, 0.5], [0.4, 0.6, -0.7], [0.1, -0.2, 0.3], [-1.2, -1.1, -0.5], [0.1, -0.2, 0.0], [0.5, -0.3, 1.2], [0.1, 0.0, -0.3], [0.3, 0.7, 0.2], [-1.3, -2.5, 0.1], [-0.3, -0.8, 0.0], [-0.4, 0.2, 0.7], [-0.2, -0.5, -2.2], [0.0, 1.0, -0.9], [0.2, -0.1, -0.8], [-0.9, 0.5, 1.8], [0.1, -0.1, -0.6], [-0.1, -0.5, -0.1], [0.5, 0.5, 0.0], [-0.1, -0.6, 0.5], [1.1, 0.3, 0.2], [-0.7, 0.3, 1.9], [-1.2, 1.0, 1.5], [-0.1, -1.1, -0.6], [-0.9, -1.1, -0.5], [0.3, 0.2, 0.7], [0.1, 0.2, 0.1]]}

=====

(3)
{"formula": "C17H14ClN4O6ReS2", "method": "ωB97M-V with the def2-TZVPD basis set", "orbital_gap_ev": [6.86, 6.61], "e_lumo_ha": [-0.1848, -0.2048], "e_above_lowest_ev": 0.597, "homo_ev": [-11.89, -12.18], "spin_multiplicity": 2, "charge": 1, "max_force_ha_per_bohr": 0.007, "symbols": ["S", "O", "H", "H", "C", "H", "C", "N", "N", "C", "C", "C", "H", "C", "C", "O", "O", "O", "S", "C", "H", "H", "C", "H", "C", "Re", "H", "H", "Cl", "N", "C", "H", "C", "H", "O", "O", "C", "C", "H", "H", "N", "H", "C", "C", "C"], "positions_angstrom": [[3.851939, -0.394724, -1.006546], [1.258201, -4.664606, -0.448999], [3.524444, 3.534800, -3.405326], [1.278721, -2.059693, 2.402240], [1.383727, -3.525821, -0.785253], [2.212651, 3.071783, 1.027714], [-4.199919, -1.568449, -0.857528], [-6.602281, -1.079070, -0.647366], [2.093993, 1.422023, -0.208218], [-3.589482, 0.936901, 0.215506], [1.039887, 0.732614, 4.312258], [3.743539, 1.269484, -1.608671], [0.169322, -3.466187, -2.560746], [1.031679, -0.619191, 4.006593], [-2.879257, -1.188427, -0.697557], [-7.446775, -0.322627, -0.221971], [1.666297, -2.551362, 0.081128], [-0.261757, -0.367672, -0.464784], [4.939263, 1.691399, -2.775006], [1.278594, -1.020845, 2.705942], [-5.725898, 1.223867, 0.339803], [4.686528, 4.000923, -2.135085], [1.937808, 2.030730, 0.911470], [5.241436, 3.769867, -3.810606], [1.303753, 1.658479, 3.312023], [1.625234, -0.623142, -0.273927], [0.845019, 1.066667, 5.322073], [-3.330536, 1.901929, 0.628003], [1.297882, -1.402616, -2.627690], [2.833470, 2.076804, -1.187508], [-5.185934, -0.676647, -0.475273], [0.834644, -1.364701, 4.762450], [1.167691, -3.170497, -2.253421], [1.911411, -3.667767, -2.869173], [-0.841727, 1.538055, 0.556330], [-6.810823, -2.142492, -1.190084], [-2.575085, 0.059606, -0.162406], [-1.173367, 0.502419, 0.042767], [1.321505, 2.719310, 3.515504], [-4.475201, -2.527616, -1.268092], [1.533345, -0.132673, 1.739263], [-2.087237, -1.864904, -0.983277], [4.544796, 3.428980, -3.048098], [1.542346, 1.194361, 2.031956], [-4.913862, 0.570708, 0.059597]], "forces_ev_per_angstrom": [[0.2, -0.2, 0.0], [0.0, 0.1, -0.1], [0.0, 0.0, 0.0], [0.0, 0.0, 0.0], [0.1, -0.3, -0.1], [0.0, 0.0, 0.0], [-0.1, 0.1, 0.0], [0.0, -0.1, 0.1], [0.0, 0.2, 0.1], [0.0, 0.0, 0.0], [0.0, 0.0, 0.0], [0.0, 0.0, -0.1], [0.0, -0.1, 0.0], [0.0, 0.0, 0.0], [0.0, 0.0, 0.0], [0.0, 0.0, 0.0], [0.0, 0.2, 0.1], [0.1, 0.2, 0.0], [-0.1, 0.0, 0.0], [0.0, -0.1, 0.1], [0.0, 0.0, 0.0], [0.0, 0.0, 0.0], [0.0, -0.1, -0.2], [0.0, 0.0, 0.0], [0.0, -0.1, -0.2], [-0.2, 0.0, 0.3], [0.0, 0.0, 0.0], [0.0, 0.0, 0.0], [-0.1, -0.1, 0.0], [0.0, 0.0, 0.0], [0.0, 0.0, 0.0], [0.0, 0.0, 0.0], [0.0, 0.1, -0.1], [0.0, 0.0, 0.0], [-0.1, -0.1, 0.1], [0.0, 0.1, 0.0], [-0.1, 0.0, 0.1], [0.1, 0.1, -0.3], [0.0, 0.0, 0.0], [0.0, 0.0, 0.0], [-0.1, 0.1, 0.0], [0.0, 0.0, 0.0], [0.0, 0.0, 0.0], [0.0, 0.0, 0.2], [0.0, -0.1, -0.1]]}